1.
The following is a DFT calculation (ωB97M-V/def2-TZVPD) of CH5BrOSi in the gas phase in a non-equilibrium geometry.

Each line ends with the natural charge from an NBO analysis.
Atoms and positions in Å:
C1 -0.93783 -1.10740 -0.58607  -0.12
O1 0.42163 -0.07566 -0.73423  -0.97
Si1 0.95335 0.90557 0.46068  1.17
Br1 -2.25300 -0.43522 0.59764  0.07
H1 -0.46160 -2.07785 -0.18633  0.23
H2 -1.27998 -1.13764 -1.53240  0.19
H3 2.04820 0.12917 1.29662  -0.18
H4 -0.17243 1.64532 1.07624  -0.19
H5 1.68166 2.15370 -0.39217  -0.19

Properties
multiplicity	1
gap between HOMO and LUMO	10.9	eV
HOMO energy	-10.305	eV
SMILES string	[SiH3]OCBr
ΔE to the lowest compared entry with this formula, charge and spin	1.578	eV

2.
The following is a DFT calculation (ωB97M-V/def2-TZVPD) of a 2-piece molecular cluster, CH5Cl2NSi overall in a non-equilibrium geometry.

Each line ends with the natural charge from an NBO analysis.
Atoms and positions in Å:
C1 -1.61971 0.59825 -0.45181  -0.47
N1 -0.96643 -0.60034 0.06702  -0.56
Si1 2.00929 -0.48678 0.49000  1.04
Cl1 2.52804 -2.32364 -0.19360  -0.34
Cl2 2.60001 1.04692 -0.92706  -0.40
H1 -1.78952 0.50269 -1.60964  0.19
H2 -2.69494 0.56899 -0.16209  0.20
H3 -1.15426 1.45482 -0.11411  0.20
H4 -1.09050 -0.67960 1.01370  0.30
H5 2.17802 -0.08132 1.88757  -0.16

Properties
multiplicity	1
gap between HOMO and LUMO (alpha / beta)	9.1 / 7.4	eV
HOMO energy (alpha / beta)	-9.659 / -7.709	eV
ΔE to the lowest compared entry with this formula, charge and spin	4.111	eV

3.
The following is a DFT calculation (ωB97M-V/def2-TZVPD) of CH5ClN2O in the gas phase in a non-equilibrium geometry.

Each line ends with the natural charge from an NBO analysis.
Atoms and positions in Å:
C1 -1.01775 1.28364 0.29506  -0.27
N1 1.62333 -1.15414 0.13097  -0.62
N2 0.16087 -0.65777 0.30960  0.04
O1 0.25239 0.70396 -0.04623  -0.39
Cl1 -0.79792 -1.50845 -0.99668  -0.06
H1 -1.42473 1.53403 -0.67205  0.20
H2 -0.75468 2.13642 0.92465  0.20
H3 -1.56172 0.49458 0.79631  0.21
H4 1.49192 -2.07842 0.01446  0.34
H5 2.02828 -0.75385 -0.75609  0.35

Properties
multiplicity	1
gap between HOMO and LUMO	10.5	eV
HOMO energy	-9.877	eV
SMILES string	CON(N)Cl
ΔE to the lowest compared entry with this formula, charge and spin	2.585	eV

4.
The following is a DFT calculation (ωB97M-V/def2-TZVPD) of a 2-piece molecular cluster, CH5ClN4O overall in a non-equilibrium geometry.

Each line ends with the natural charge from an NBO analysis.
Atoms and positions in Å:
C1 0.71360 -1.52698 2.14947  -0.27
N1 0.29388 1.19398 0.19196  -0.03
N2 0.48005 0.08351 0.47598  0.05
N3 -0.93795 1.66751 -2.58678  -0.62
N4 -1.44527 1.00354 -1.54049  -0.21
O1 1.23281 -0.31516 1.62806  -0.38
Cl1 -1.22147 -0.67409 -1.61009  0.10
H1 1.24639 -1.61744 3.09403  0.20
H2 1.07707 -2.38647 1.57900  0.19
H3 -0.29369 -1.39847 2.41697  0.19
H4 -0.26974 1.24513 -3.35765  0.38
H5 -0.87568 2.72493 -2.44044  0.40

Properties
multiplicity	1
gap between HOMO and LUMO (alpha / beta)	9.4 / 7.4	eV
HOMO energy (alpha / beta)	-8.700 / -7.772	eV

5.
The following is a DFT calculation (ωB97M-V/def2-TZVPD) of a 2-piece molecular cluster, CH5ClO2SSi overall in a non-equilibrium geometry.

Each line ends with the natural charge from an NBO analysis.
Atoms and positions in Å:
C1 0.53998 -1.76169 0.53325  -0.99
O1 0.38346 0.01644 -1.76699  -1.20
O2 2.65412 -0.50581 -0.32179  -0.80
Si1 -0.75045 1.04538 -1.79052  1.69
S1 1.59029 -1.32643 -0.84704  1.56
Cl1 -2.45109 -0.83503 0.33208  -0.78
H1 0.67479 -0.89870 1.28401  0.27
H2 -0.55653 -1.54844 0.36672  0.34
H3 0.76288 -2.64000 1.12143  0.28
H4 -1.49399 1.98911 -0.76098  -0.14
H5 -1.26138 1.32859 -3.09448  -0.22

Properties
multiplicity	1
gap between HOMO and LUMO	7.0	eV
HOMO energy	-8.762	eV
ΔE to the lowest compared entry with this formula, charge and spin	3.784	eV

6.
The following is a DFT calculation (ωB97M-V/def2-TZVPD) of CH5CuO as an isolated structure in a non-equilibrium geometry.

Each line ends with the natural charge from an NBO analysis.
Atoms and positions in Å:
H1 -0.28994 0.22796 0.77666  0.50
C1 0.48900 0.78340 -0.45056  -1.04
H2 1.39829 0.74703 0.17106  0.24
H3 0.94280 0.82155 -1.45376  0.27
H4 -0.26853 1.57817 -0.54396  0.24
Cu1 -0.52259 -1.58073 -0.93204  0.41
O1 -0.94329 -1.02988 0.81845  -1.12
H5 -0.80574 -1.54750 1.61415  0.49

Properties
multiplicity	3
gap between HOMO and LUMO (alpha / beta)	6.8 / 7.2	eV
HOMO energy (alpha / beta)	-6.236 / -9.060	eV
ΔE to the lowest compared entry with this formula, charge and spin	1.155	eV

7.
The following is a DFT calculation (ωB97M-V/def2-TZVPD) of a 2-piece molecular cluster, CH5F2N2 overall in a non-equilibrium geometry.

Each line ends with the natural charge from an NBO analysis.
Atoms and positions in Å:
C1 1.53278 0.36196 0.53445  0.17
N1 -1.88019 -1.21925 -1.06341  0.18
N2 0.55389 0.96046 1.06085  -0.57
F1 -0.56464 -1.63139 -0.86687  -0.26
F2 -1.80551 0.10909 -0.70994  -0.25
H1 1.42851 -0.62911 0.10802  0.25
H2 2.49921 0.85697 0.44664  0.24
H3 -2.01655 -1.24041 -2.08929  0.34
H4 -0.37422 0.52953 1.12807  0.46
H5 0.62673 1.90215 1.45146  0.45

Properties
multiplicity	1
gap between HOMO and LUMO	9.5	eV
net charge	+1
HOMO energy	-15.161	eV
ΔE to the lowest compared entry with this formula, charge and spin	0.064	eV

8.
The following is a DFT calculation (ωB97M-V/def2-TZVPD) of CH5FNO2PS as an isolated structure in a non-equilibrium geometry.

Each line ends with the natural charge from an NBO analysis.
Atoms and positions in Å:
C1 -0.06921 0.48559 1.86006  -0.28
N1 0.61407 0.11809 -1.30130  -1.12
O1 -0.06109 -1.73823 0.16493  -0.94
O2 1.14924 0.18080 1.22780  -0.70
F1 -0.76523 -0.53298 -3.31522  -0.56
P1 -0.90728 0.38208 -1.94265  1.20
S1 1.10614 -0.91834 -0.02471  1.72
H1 -0.61759 1.24224 1.28763  0.17
H2 0.15545 0.86608 2.85651  0.21
H3 -0.68153 -0.41699 1.94024  0.20
H4 1.52716 1.03190 -1.52915  0.11
H5 -1.45012 -0.70024 -1.22415  -0.01

Properties
multiplicity	3
gap between HOMO and LUMO (alpha / beta)	4.8 / 6.8	eV
HOMO energy (alpha / beta)	-4.711 / -10.991	eV

9.
The following is a DFT calculation (ωB97M-V/def2-TZVPD) of CH5FP2 in the gas phase in a non-equilibrium geometry.

Each line ends with the natural charge from an NBO analysis.
Atoms and positions in Å:
C1 1.31203 0.35894 -0.05890  -0.88
F1 -1.09885 -1.76704 1.25165  -0.60
P1 -1.42841 -1.09184 -0.26067  0.66
P2 -0.47004 0.91063 0.17199  0.23
H1 1.80995 1.17166 -0.65871  0.23
H2 1.40691 -0.59624 -0.58012  0.22
H3 1.75503 0.26709 0.83952  0.22
H4 -0.49731 1.47173 -1.06821  -0.03
H5 -2.78931 -0.72493 0.36346  -0.04

Properties
multiplicity	1
gap between HOMO and LUMO	9.3	eV
HOMO energy	-8.922	eV
SMILES string	C[PH]#[PH]F
ΔE to the lowest compared entry with this formula, charge and spin	0.394	eV

10.
The following is a DFT calculation (ωB97M-V/def2-TZVPD) of CH5FeO3 as an isolated structure in a non-equilibrium geometry.

Each line ends with the natural charge from an NBO analysis.
Atoms and positions in Å:
O1 -1.14603 -2.03553 -0.26781  -0.54
Fe1 -0.59430 -0.18458 -0.41344  1.99
O2 -2.36688 -2.13078 0.42180  -0.28
H1 -2.96429 -2.48218 -0.25941  0.54
O3 1.04583 0.71721 -0.05185  -0.28
H2 -0.57127 -2.77186 0.05374  0.59
C1 1.48691 1.97875 0.08223  -0.28
H3 0.72542 2.75732 -0.03752  0.35
H4 2.01747 2.04108 1.06628  0.47
H5 2.36714 2.11057 -0.59402  0.43

Properties
multiplicity	7
gap between HOMO and LUMO (alpha / beta)	10.6 / 5.7	eV
net charge	+3
HOMO energy (alpha / beta)	-27.019 / -26.716	eV
ΔE to the lowest compared entry with this formula, charge and spin	0.710	eV

Number 1: electronic energy -81084.118 eV. Number 2: electronic energy -35529.279 eV. Number 3: electronic energy -18664.161 eV. Number 4: electronic energy -21641.766 eV. Number 5: electronic energy -36445.530 eV. Number 6: electronic energy -47798.846 eV. Number 7: electronic energy -9521.831 eV. Number 8: electronic energy -29538.113 eV. Number 9: electronic energy -22412.516 eV. Number 10: electronic energy -41600.915 eV.